75
Properties=species:S:1:pos:R:3 method="wB97M-V/def2-TZVPD" energy_ev=-162615.0822 homo_ev=-10.722 smiles="COC(=O)OC.COC(=O)OC.COC(=O)OC.COC(=O)OC.COC(=O)OC.ClC(Cl)Cl.ClC(Cl)Cl.ClC(Cl)Cl" relative_energy_kcal_mol=0.00 homo_lumo_gap_ev=11.12
C -1.22 -0.98 -4.69
O -0.93 0.39 -4.45
C -1.11 1.22 -5.49
O -1.72 0.96 -6.48
O -0.54 2.40 -5.21
C 0.16 3.00 -6.30
H -0.63 -1.38 -5.51
H -2.27 -1.10 -4.98
H -1.08 -1.55 -3.78
H 0.69 3.84 -5.87
H -0.53 3.36 -7.06
H 0.87 2.30 -6.74
C -0.49 3.19 0.71
O -1.35 4.19 1.27
C -2.55 4.33 0.73
O -3.03 3.57 -0.07
O -3.13 5.42 1.21
C -4.39 5.73 0.67
H -0.54 3.26 -0.37
H -0.83 2.20 1.00
H 0.49 3.48 1.07
H -5.12 4.94 0.86
H -4.33 5.90 -0.42
H -4.73 6.70 1.04
C -0.94 -0.85 -0.92
O 0.17 -0.41 -0.13
C 0.03 -0.27 1.17
O -0.99 -0.32 1.82
O 1.25 -0.12 1.66
C 1.46 -0.10 3.07
H -1.69 -0.07 -1.08
H -1.41 -1.70 -0.44
H -0.49 -1.11 -1.87
H 1.99 0.82 3.30
H 2.08 -0.95 3.37
H 0.53 -0.19 3.63
C -0.06 -3.98 3.99
O 0.05 -4.83 2.86
C 1.24 -4.89 2.24
O 2.30 -4.49 2.65
O 1.08 -5.61 1.14
C 2.26 -5.85 0.35
H -0.79 -4.38 4.69
H -0.44 -3.01 3.67
H 0.89 -3.88 4.50
H 2.90 -6.57 0.85
H 2.72 -4.88 0.16
H 1.89 -6.26 -0.59
C 1.61 2.00 -2.38
O 2.42 1.92 -1.21
C 2.66 3.06 -0.58
O 2.12 4.11 -0.79
O 3.58 2.83 0.34
C 3.86 3.85 1.31
H 2.04 2.68 -3.11
H 0.61 2.37 -2.14
H 1.50 0.98 -2.75
H 4.59 3.40 1.97
H 2.95 4.13 1.84
H 4.31 4.72 0.84
Cl -3.86 -0.06 5.68
C -2.67 -1.05 4.82
Cl -3.40 -2.55 4.28
Cl -1.30 -1.38 5.88
H -2.36 -0.46 3.96
Cl 5.15 -0.61 1.01
C 4.11 -2.03 1.18
Cl 5.07 -3.49 1.35
Cl 3.05 -2.14 -0.22
H 3.52 -1.94 2.08
Cl -2.92 -3.32 -2.21
C -3.57 -4.35 -0.93
Cl -2.77 -3.96 0.61
Cl -3.42 -6.06 -1.26
H -4.61 -4.08 -0.82